Record 1
ORCA calculation (ωB97M-V/def2-TZVPD) on a structure of composition C22H28ClF3N2O4Ti in a non-equilibrium geometry.

Geometry as XYZ:
```
61
C22H28ClF3N2O4Ti ωB97M-V/def2-TZVPD
Ti 0.700 -0.599 -0.828
Cl 1.817 -1.667 -2.437
F 0.237 -3.876 2.528
F 1.855 -5.004 1.558
F -0.248 -5.577 1.236
O 0.629 -2.300 0.380
O 3.499 1.692 1.540
O 0.409 -4.122 -0.970
O -3.116 -0.733 -2.699
N 2.096 0.163 0.670
N -1.451 -0.887 -1.186
C -3.558 -1.751 -1.739
C 0.471 1.322 -1.380
C 2.665 2.201 -0.645
C 3.341 -1.679 1.735
C -2.644 -1.523 -0.542
C -1.921 -0.336 -2.305
C -0.765 1.660 -1.994
C 0.521 3.473 -0.272
C -1.456 2.770 -1.531
C 2.529 -0.420 1.974
C -3.280 -0.530 0.416
C 1.215 4.454 0.630
C 1.207 2.373 -0.763
C 1.327 -0.686 2.852
C -0.832 3.633 -0.612
C 0.551 -3.578 0.114
C 3.416 0.662 2.572
C -1.267 0.760 -3.061
C 2.755 1.298 0.522
C -2.872 3.028 -1.963
C -2.381 -2.826 0.168
C 0.590 -4.523 1.373
H 1.674 -0.942 3.862
H -3.221 3.976 -1.539
H -3.558 2.239 -1.617
H 2.998 1.137 3.467
H -1.988 1.234 -3.734
H -4.222 -0.954 0.786
H 2.694 -2.489 1.394
H 4.115 -1.486 0.981
H -3.496 0.425 -0.086
H 3.820 -1.976 2.677
H -3.403 -2.736 -2.202
H -3.359 -3.267 0.419
H 0.517 5.238 0.940
H -2.965 3.088 -3.056
H 1.600 3.965 1.538
H 1.253 0.264 -1.950
H 4.444 0.339 2.779
H -2.615 -0.348 1.268
H -1.387 4.474 -0.210
H 3.105 1.677 -1.511
H -0.455 0.309 -3.657
H 3.221 3.122 -0.452
H 0.699 0.212 2.904
H 0.749 -1.523 2.453
H 2.068 4.937 0.134
H -1.842 -2.673 1.109
H -1.854 -3.528 -0.483
H -4.627 -1.589 -1.554
```

Values from the calculation:
- Charge: -1
- HOMO level (alpha / beta): -1.923 / -1.416 eV
- HOMO-LUMO gap (alpha / beta): 4.663 / 4.167 eV
- 2S+1: 2
- <S²>: 0.8594

natural (NBO) atomic charge list, values in e, 2 entries: 1.068, -0.516


Record 2
ORCA calculation (ωB97M-V/def2-TZVPD) on the molecule C22H28ClN3O.

Geometry as XYZ:
```
55
C22H28ClN3O ωB97M-V/def2-TZVPD
Cl -5.745 1.307 -1.539
O -1.510 -3.137 1.906
N -0.635 2.068 0.093
N 0.009 -1.346 -0.908
N -0.280 0.319 1.445
C -2.643 1.024 0.953
C -0.896 0.051 -2.751
C 3.064 2.171 -0.065
C -3.276 0.791 2.173
C -1.194 1.139 0.823
C -4.795 1.104 -0.109
C 2.248 0.370 1.347
C -5.426 0.839 1.097
C 0.713 1.881 0.215
C 1.351 -1.402 -1.463
C -4.654 0.698 2.237
C 3.301 1.069 0.784
C -3.419 1.205 -0.190
C 1.775 2.580 -0.346
C 4.709 0.644 1.078
C -1.194 -1.972 1.176
C 0.956 0.773 1.054
C -1.050 -1.200 -1.895
C 1.647 -2.579 -2.399
C -0.525 -0.933 2.102
C -0.268 -2.414 0.032
C 4.223 2.908 -0.667
H 2.692 -2.550 -2.697
H -0.692 0.912 -2.119
H 1.456 -3.526 -1.899
H 1.528 -0.461 -1.986
H 0.432 -1.332 2.444
H -1.162 -0.786 2.983
H -1.126 -2.089 -2.546
H 2.445 -0.470 1.999
H 5.228 0.372 0.160
H 4.721 -0.212 1.748
H -2.109 -1.527 0.758
H 0.667 -2.755 0.481
H 4.866 3.320 0.110
H -6.500 0.760 1.142
H 1.036 -2.529 -3.296
H -2.696 0.717 3.080
H -2.157 -2.922 2.587
H 4.830 2.241 -1.280
H -0.745 -3.287 -0.443
H -1.817 0.226 -3.302
H 3.872 3.725 -1.292
H 2.045 -1.432 -0.619
H -2.932 1.424 -1.126
H 1.585 3.426 -0.988
H -0.089 -0.054 -3.471
H -1.991 -1.125 -1.343
H 5.267 1.455 1.545
H -5.137 0.518 3.186
```

Values from the calculation:
- HOMO level: -7.979 eV
- HOMO-LUMO gap: 8.399 eV
- SMILES: CCN(CC)C[C@@H](O)Cn1c(-c2cccc(Cl)c2)nc2cc(C)c(C)cc21
- Energy relative to the best compared isomer or geometry (same formula, charge and spin): 13.0 kcal/mol

natural (NBO) atomic charge list, values in e, 2 entries: 0.011, -0.715


Record 3
ORCA calculation (ωB97M-V/def2-TZVPD) on the molecule C22H28ClN3O4S in a non-equilibrium geometry.

Geometry as XYZ:
```
59
C22H28ClN3O4S ωB97M-V/def2-TZVPD
Cl 2.125 -3.552 -0.021
S -3.488 -1.439 0.362
O -3.728 -1.397 1.780
O -0.025 2.414 2.453
O 4.913 -2.902 -0.017
O -3.511 -2.720 -0.283
N 1.693 0.990 2.313
N 1.635 1.305 -0.886
N -4.530 -0.445 -0.487
C -5.639 -1.098 -1.150
C 0.497 1.488 1.869
C -5.546 1.059 1.264
C 2.798 3.276 -1.421
C -1.336 0.170 0.969
C -0.119 0.783 0.709
C -1.285 -0.895 -1.173
C -6.606 -1.822 -0.216
C 1.971 -1.195 1.251
C 3.880 0.169 1.736
C 2.502 -0.013 1.764
C 0.500 0.632 -0.555
C 4.191 -1.931 0.594
C -4.670 0.900 0.021
C 2.037 2.572 -0.300
C -0.096 -0.264 -1.464
C 4.714 -0.777 1.165
C 2.336 1.066 -2.134
C 2.803 -2.121 0.657
C 6.314 -2.778 -0.057
C 3.458 2.099 -2.132
C -1.925 -0.652 0.030
H 6.743 -2.742 0.950
H -6.598 0.928 1.024
H 6.672 -3.669 -0.568
H 3.512 4.004 -1.042
H 4.313 1.060 2.166
H 2.105 3.781 -2.095
H -3.656 1.234 0.256
H 6.624 -1.890 -0.618
H 2.713 2.412 0.547
H -1.737 -1.583 -1.868
H -6.046 -2.519 0.401
H -5.051 1.525 -0.794
H -7.335 -2.377 -0.803
H 0.382 -0.468 -2.406
H -5.252 0.323 2.007
H -5.193 -1.833 -1.825
H -1.810 0.297 1.930
H -7.134 -1.129 0.432
H 4.303 1.736 -1.547
H 2.708 0.038 -2.169
H -6.162 -0.345 -1.746
H -5.409 2.055 1.677
H 3.800 2.341 -3.136
H 1.169 3.136 0.046
H 2.105 1.534 3.062
H 0.916 -1.401 1.312
H 1.676 1.234 -2.996
H 5.777 -0.600 1.164
```

Values from the calculation:
- HOMO level: -8.102 eV
- HOMO-LUMO gap: 8.591 eV
- SMILES: CCN(CC)S(=O)(=O)c1ccc(N2CCCC2)c(C(=O)Nc2ccc(OC)c(Cl)c2)c1
- Energy relative to the best compared isomer or geometry (same formula, charge and spin): 35.5 kcal/mol

natural (NBO) atomic charge list, values in e, 2 entries: 0.033, 2.330


Record 4
ORCA calculation (ωB97M-V/def2-TZVPD) on a cluster of 2 separate species, C22H28ClNO5 in total in a non-equilibrium geometry.

Geometry as XYZ:
```
57
C22H28ClNO5 ωB97M-V/def2-TZVPD
Cl -1.356 -1.302 -0.819
O 3.527 -5.188 -0.867
O -1.196 -4.281 -0.822
O 0.779 3.041 2.623
O 0.867 0.605 -0.238
O -0.854 2.598 4.017
N -2.917 -5.658 -2.938
C 0.327 -1.679 -0.781
C 2.614 -1.003 -0.414
C -1.027 3.003 -1.336
C 2.568 -4.653 -1.358
C 0.392 -5.074 -2.392
C -0.191 1.909 -2.065
C 2.149 -3.269 -1.020
C 1.332 3.323 4.914
C -0.509 -5.712 -3.418
C -1.763 3.563 6.067
C 1.700 -5.329 -2.350
C -1.816 -6.266 -2.877
C -0.520 3.348 0.079
C -0.146 -4.119 -1.371
C 1.082 1.515 -1.351
C 1.260 -0.672 -0.482
C 0.184 2.373 -3.500
C 0.419 2.959 3.765
C -2.473 2.488 -1.220
C 3.068 -2.287 -0.680
C -1.345 2.308 5.328
C 0.782 -2.977 -1.050
H -0.837 1.050 -2.196
H 2.341 3.012 4.656
H 1.673 2.369 -1.028
H 1.316 4.404 5.044
H -2.508 4.108 5.489
H 1.702 0.973 -2.069
H 2.174 -6.019 -3.033
H -0.783 -4.920 -4.120
H -2.188 3.310 7.038
H -2.212 1.669 5.171
H -0.118 1.610 -4.215
H -2.818 -4.756 -3.402
H -2.848 2.275 -2.222
H -1.052 3.928 -1.911
H 1.076 2.846 5.858
H 1.247 2.584 -3.603
H -0.190 2.494 0.645
H 0.228 4.136 0.015
H 0.057 -6.449 -3.984
H -1.783 -7.235 -2.384
H -1.361 3.772 0.630
H -2.446 1.563 -0.645
H 4.121 -2.521 -0.646
H -0.920 4.237 6.226
H -3.113 3.207 -0.717
H -0.360 3.271 -3.781
H -0.619 1.718 5.889
H 3.287 -0.202 -0.146
```

Values from the calculation:
- HOMO level: -9.260 eV
- HOMO-LUMO gap: 8.472 eV
- SMILES: [H]/N=C\CC1=CC(=O)c2ccc(OC[C@H](C)C(C)C)c(Cl)c2C1=O.CCOC(C)=O
- Energy relative to the best compared isomer or geometry (same formula, charge and spin): 110.7 kcal/mol

natural (NBO) atomic charge list, values in e, 2 entries: 0.052, -0.501